# 1
Formula: C20H20N4O5S
Source: the OMol25 dataset
Level of theory: ωB97M-V/def2-TZVPD

Summary:
DFT total energy in eV: -48097.8566
SMILES: O=C(COc1ncnc2ccccc12)Nc1cccc(S(=O)(=O)N2CCOCC2)c1
Energy above the lowest of the compared OMol25 structures with the same formula, charge and spin in kcal per mole: 37.5
Total charge: 0
Gap between HOMO and LUMO in hartree: 0.3296

```
50
C20H20N4O5S (ωB97M-V/def2-TZVPD)
O -1.0206 -4.0313 0.3813
C -1.3569 -2.8816 0.5326
C -2.7240 -2.5290 1.1272
O -2.9552 -1.1313 1.1914
C -3.8981 -0.6125 0.3865
N -4.6095 -1.3912 -0.3871
C -5.5388 -0.8060 -1.1601
N -5.8089 0.4579 -1.2356
C -5.0853 1.2947 -0.4543
C -5.3268 2.6801 -0.4978
C -4.5927 3.5258 0.2900
C -3.5989 3.0329 1.1486
C -3.3411 1.6897 1.2155
C -4.0779 0.8014 0.4152
N -0.6113 -1.7858 0.2347
C 0.6618 -1.7140 -0.3256
C 1.3805 -2.8397 -0.7262
C 2.6340 -2.6955 -1.2954
C 3.1974 -1.4394 -1.4607
C 2.4842 -0.3324 -1.0430
S 3.1975 1.3106 -1.1936
O 2.1194 2.2552 -1.1822
O 4.1252 1.3012 -2.2832
N 4.0826 1.5931 0.1815
C 3.3822 1.8429 1.4184
C 3.3072 0.5726 2.2732
O 4.5910 0.0235 2.4734
C 5.2077 -0.3107 1.2480
C 5.3502 0.9225 0.3485
C 1.2290 -0.4499 -0.4876
H -3.5022 -3.0090 0.5252
H -2.7651 -2.9248 2.1469
H -6.1118 -1.4810 -1.7819
H -6.0951 3.0409 -1.1624
H -4.7762 4.5895 0.2561
H -3.0361 3.7232 1.7588
H -2.5849 1.2959 1.8781
H -1.0401 -0.8926 0.4499
H 0.9451 -3.8168 -0.5967
H 3.1741 -3.5734 -1.6145
H 4.1627 -1.3017 -1.9202
H 2.3922 2.2165 1.1607
H 3.9285 2.6168 1.9694
H 2.9191 0.7984 3.2679
H 2.6572 -0.1722 1.7871
H 6.1878 -0.7143 1.5065
H 4.6168 -1.0862 0.7363
H 5.7103 0.6571 -0.6444
H 6.0500 1.6284 0.8101
H 0.6988 0.4479 -0.2069
```

# 2
Formula: C20H20N4O5S
Source: the OMol25 dataset
Level of theory: ωB97M-V/def2-TZVPD

Summary:
DFT total energy in eV: -48098.3609
SMILES: COc1ccc(N2C(=O)[C@H](CC(N)=O)N(NC(=O)c3cccc(OC)c3)C2=S)cc1
Energy above the lowest of the compared OMol25 structures with the same formula, charge and spin in kcal per mole: 25.8
Total charge: 0
Gap between HOMO and LUMO in hartree: 0.3286

```
50
C20H20N4O5S (ωB97M-V/def2-TZVPD)
C -0.2670 -3.3736 -7.5126
O -0.6756 -2.1930 -6.8627
C -0.3511 -2.0200 -5.5577
C 0.3678 -2.9289 -4.7866
C 0.6382 -2.6503 -3.4589
C 0.2038 -1.4629 -2.8938
N 0.4964 -1.1830 -1.5325
C 1.7432 -1.2776 -0.9806
O 2.7507 -1.6269 -1.5522
C 1.6139 -0.8821 0.4832
C 2.1046 -1.9572 1.4631
C 3.5921 -1.8431 1.8171
N 4.4104 -1.7428 0.7584
O 3.9726 -1.8605 2.9655
N 0.1864 -0.6743 0.5952
N -0.3655 -0.0516 1.6944
C -0.1073 1.2936 1.8923
O 0.7283 1.8715 1.2344
C -0.8848 1.9053 2.9944
C -1.3664 1.1666 4.0754
C -2.0761 1.8118 5.0681
C -2.3257 3.1737 5.0029
C -1.8410 3.9180 3.9309
O -2.0158 5.2519 3.7657
C -2.7293 5.9691 4.7451
C -1.1123 3.2712 2.9327
C -0.4451 -0.7747 -0.5999
S -2.0488 -0.5624 -0.8267
C -0.5048 -0.5429 -3.6584
C -0.7839 -0.8250 -4.9761
H -0.6347 -3.2886 -8.5339
H 0.8234 -3.4668 -7.5276
H -0.7034 -4.2614 -7.0444
H 0.7199 -3.8585 -5.2037
H 1.1951 -3.3582 -2.8654
H 2.1434 0.0645 0.6661
H 1.5474 -1.8588 2.3964
H 1.9200 -2.9537 1.0547
H 4.0680 -1.7454 -0.1947
H 5.4006 -1.6728 0.9245
H -1.2587 -0.4323 1.9820
H -1.1595 0.1113 4.1608
H -2.4458 1.2504 5.9131
H -2.8899 3.6413 5.7941
H -3.7608 5.6133 4.8324
H -2.2389 5.9117 5.7220
H -2.7339 7.0035 4.4059
H -0.7281 3.8442 2.1040
H -0.8352 0.3852 -3.2205
H -1.3364 -0.1288 -5.5860
```

# 3
Formula: C20H20N4O6S
Source: the OMol25 dataset
Level of theory: ωB97M-V/def2-TZVPD

Summary:
DFT total energy in eV: -50145.8961
SMILES: CCCn1nc(C(=O)OCC(=O)Nc2cccc(S(N)(=O)=O)c2)c2ccccc2c1=O
Energy above the lowest of the compared OMol25 structures with the same formula, charge and spin in kcal per mole: 1.3
Total charge: 0
Gap between HOMO and LUMO in hartree: 0.3204

```
51
C20H20N4O6S (ωB97M-V/def2-TZVPD)
C -4.8116 -2.6173 2.7920
C -3.5545 -2.1055 3.4839
C -3.3446 -0.6081 3.2582
N -3.1296 -0.3165 1.8517
N -2.0014 -0.7616 1.3588
C -1.6962 -0.6165 0.1056
C -0.3876 -1.2229 -0.2370
O 0.5277 -1.3318 0.5472
O -0.3273 -1.6692 -1.4958
C 0.8397 -2.3825 -1.8993
C 1.9786 -1.4526 -2.3611
O 2.3316 -1.4147 -3.5165
N 2.5036 -0.7366 -1.3377
C 3.5112 0.2278 -1.3816
C 4.2319 0.5292 -2.5367
C 5.2187 1.4998 -2.5078
C 5.5054 2.1805 -1.3352
C 4.7846 1.8715 -0.1997
S 5.1507 2.7067 1.3306
N 6.2417 1.6207 2.0185
O 5.8500 3.9286 1.0596
O 3.9793 2.7316 2.1566
C 3.7982 0.9121 -0.2000
C -2.5588 0.0807 -0.8173
C -2.2660 0.3464 -2.1606
C -3.1633 1.0387 -2.9426
C -4.3716 1.4908 -2.4159
C -4.6721 1.2554 -1.0942
C -3.7729 0.5587 -0.2846
C -4.1128 0.3473 1.1236
O -5.1438 0.7113 1.6529
H -5.6830 -2.0559 3.1204
H -4.9692 -3.6683 3.0208
H -4.7296 -2.5142 1.7117
H -2.6782 -2.6394 3.1111
H -3.6288 -2.2789 4.5582
H -2.4667 -0.2667 3.8106
H -4.2266 -0.0429 3.5650
H 1.1911 -3.0114 -1.0733
H 0.5284 -2.9970 -2.7455
H 2.0907 -0.8828 -0.4161
H 4.0092 0.0042 -3.4510
H 5.7655 1.7246 -3.4104
H 6.2589 2.9490 -1.2840
H 5.9056 1.2615 2.8972
H 7.1593 2.0242 2.1131
H 3.2520 0.7189 0.7104
H -1.3360 0.0065 -2.5846
H -2.9246 1.2357 -3.9771
H -5.0644 2.0302 -3.0435
H -5.5923 1.6008 -0.6484
```

# 4
Formula: C20H20N6O3
Source: the OMol25 dataset
Level of theory: ωB97M-V/def2-TZVPD

Summary:
DFT total energy in eV: -36147.1080
SMILES: CCCCCC(=O)Nc1nc(Oc2ccccc2)nc2nc(-c3ccco3)nn12
Energy above the lowest of the compared OMol25 structures with the same formula, charge and spin in kcal per mole: 41.3
Total charge: 0
Gap between HOMO and LUMO in hartree: 0.3226

```
49
C20H20N6O3 (ωB97M-V/def2-TZVPD)
C 1.9600 5.3882 -5.1610
C 1.3446 4.6703 -3.9513
C -0.1254 4.2958 -4.2518
C -0.7663 3.3951 -3.1569
C -0.1090 1.9899 -3.0169
C -0.7816 1.2012 -1.8745
O -2.0021 1.0944 -1.9381
N 0.0168 0.6187 -0.8987
C -0.3954 -0.2177 0.0857
N -1.6149 -0.6346 0.2306
C -1.8595 -1.5378 1.2642
O -3.2097 -1.8909 1.3358
C -3.6597 -2.9081 2.1451
C -4.2983 -3.9995 1.5707
C -4.8241 -5.0076 2.3395
C -4.8013 -4.9075 3.7425
C -4.1973 -3.7681 4.3557
C -3.6390 -2.7569 3.5361
N -0.9810 -2.0038 2.0900
C 0.3111 -1.5715 1.9428
N 1.3955 -1.8562 2.5753
C 2.3900 -1.1300 1.9086
C 3.7878 -1.2354 2.3111
C 4.2635 -2.1466 3.2447
C 5.6592 -1.9037 3.3831
C 5.9729 -0.9843 2.4407
O 4.8332 -0.5122 1.7901
N 1.9481 -0.4108 0.9070
N 0.5935 -0.6662 0.9338
H 1.9875 4.7409 -6.0385
H 1.3628 6.2721 -5.4039
H 3.0067 5.6596 -4.9273
H 1.9367 3.8028 -3.7301
H 1.3917 5.3532 -3.0808
H -0.1520 3.7615 -5.2138
H -0.7641 5.1909 -4.3165
H -1.8174 3.3205 -3.4719
H -0.7743 3.9791 -2.2447
H 0.9280 2.1245 -2.7614
H -0.1727 1.4490 -3.9711
H 1.0243 0.8470 -0.8734
H -4.3699 -4.0296 0.4782
H -5.3375 -5.8583 1.8678
H -5.2864 -5.7266 4.2927
H -4.1255 -3.6676 5.4326
H -3.1212 -1.9358 3.9989
H 3.7230 -2.8877 3.8306
H 6.3615 -2.3903 4.0430
H 6.9871 -0.6094 2.2060
```